# 1
27
Properties=species:S:1:pos:R:3:forces:R:3:lowdin_charge:R:1 method="wB97M-V/def2-TZVPD" e_lumo_ev="0.245 / 0.309" homo_lumo_gap_ev="6.8 / 7.0"
C -0.550377 0.859273 0.801178 0.531 -3.511 0.425 -0.14
C -0.551008 -0.457326 0.489316 -1.003 2.152 0.327 -0.14
C -1.338982 -0.034936 1.661346 1.025 1.404 -3.999 0.02
C 1.687217 2.039988 0.671693 -1.836 1.661 -2.277 -0.03
C -0.344252 2.588009 -0.872367 2.514 -0.359 -0.173 -0.06
C 1.141179 -1.698731 -1.092276 -1.245 -0.219 -1.014 -0.05
C -0.487096 -2.804908 0.487184 -0.926 -0.187 -2.224 -0.06
C 0.135261 2.134018 0.485712 -0.623 -0.704 1.938 -0.34
C -0.258974 -1.587853 -0.455319 0.656 -0.220 1.552 -0.33
P -4.058161 0.329346 0.741399 1.807 -1.369 1.041 0.25
Cl -3.268613 0.350139 -1.208327 0.104 -0.056 0.076 -0.05
H -1.388633 -0.317735 2.675374 -0.404 -0.116 0.966 0.07
H 2.057561 1.489604 1.469802 0.187 -0.340 2.250 0.05
H 1.969638 3.122404 0.616711 0.606 -1.212 0.137 0.10
H 2.057888 1.436369 -0.139604 0.351 0.328 -0.927 0.07
H 0.023225 2.068782 -1.737737 1.022 -1.309 -0.028 0.09
H -0.013841 3.536452 -1.161706 0.040 2.051 0.227 0.07
H -1.327860 2.417264 -1.039149 -3.411 0.210 0.152 0.01
H 1.842209 -1.226569 -0.520221 2.011 1.661 1.475 0.03
H 1.108169 -1.249203 -2.086984 0.314 -0.052 0.094 0.08
H 1.545442 -2.707220 -1.165172 -0.619 -0.268 -0.171 0.08
H 0.118065 -2.712981 1.388596 -0.441 0.027 0.066 0.10
H -0.163236 -3.647423 -0.080309 0.575 -0.982 -0.115 0.06
H -1.559074 -3.008847 0.570700 0.155 0.385 0.941 0.08
H -0.279817 2.705507 1.335474 0.372 0.937 -0.757 0.15
H -0.861543 -1.375989 -1.338450 -1.063 -0.816 0.510 0.11
H -3.610723 -1.054080 1.071188 -0.699 0.905 -0.495 -0.23

=====

# 2
90
Properties=species:S:1:pos:R:3:forces:R:3:lowdin_charge:R:1 method="wB97M-V/def2-TZVPD" e_lumo_ev=0.099 homo_lumo_gap_ev=11.0
C 3.202698 -4.060158 3.419351 -0.846 -0.576 1.008 -1.02
Cl 2.531751 -5.620915 2.905052 -0.210 0.008 -0.074 0.50
Cl 2.562598 -2.711523 2.517551 0.033 0.267 -0.309 0.52
H 3.017908 -3.916447 4.486913 -0.369 -0.014 -0.306 0.04
H 4.236335 -4.190335 3.304402 1.420 0.377 -0.519 -0.03
C 0.616611 0.535283 4.058983 -0.508 0.700 1.100 -1.03
Cl 1.184194 -0.565532 5.304464 -0.123 -0.268 0.132 0.53
Cl -1.090498 0.204827 3.561145 1.013 0.024 0.197 0.49
H 0.767231 1.545150 4.446624 -0.821 -0.154 0.125 -0.01
H 1.296364 0.497927 3.261019 0.397 -0.630 -1.502 -0.04
C -6.226088 -2.088204 -0.165624 0.260 0.354 -0.202 -1.02
Cl -7.620635 -2.410265 -1.221834 0.469 0.102 0.123 0.52
Cl -4.697786 -1.726517 -0.955212 0.559 0.397 -1.050 0.47
H -6.417095 -1.172002 0.403192 -0.295 -0.794 0.298 0.00
H -5.909136 -2.995179 0.321062 -0.928 -0.053 0.852 0.01
C 4.351330 2.135629 2.553305 1.470 1.299 -0.012 -1.05
Cl 5.609394 1.071234 3.219251 -0.580 0.014 -0.071 0.52
Cl 3.488801 3.079185 3.819796 0.245 -0.643 -0.064 0.55
H 4.892771 2.861546 1.917838 -0.360 -0.280 0.513 0.00
H 3.653117 1.656904 1.908694 -0.436 -0.833 0.143 -0.06
C -4.891485 -0.146008 3.294715 0.183 -0.942 3.142 -1.05
Cl -4.049538 -1.747836 3.262686 -0.040 0.188 -0.355 0.47
Cl -4.630823 0.806504 1.919192 -0.030 0.614 -1.389 0.58
H -5.956274 -0.435559 3.476804 0.926 0.777 -0.293 0.05
H -4.403450 0.374032 4.186095 -1.085 -0.662 -1.172 0.05
C 5.050084 1.229977 -2.151821 0.633 0.043 0.871 -0.90
Cl 3.711215 0.028288 -2.257882 0.756 0.995 0.054 0.46
Cl 5.914291 1.092356 -0.528065 -0.723 0.117 -0.848 0.47
H 5.837521 0.985150 -2.864213 -0.463 -0.102 -0.094 0.01
H 4.716737 2.280474 -2.265646 -0.158 -0.916 0.162 0.00
C 5.284935 -3.202078 0.168722 0.975 0.562 -0.461 -0.97
Cl 6.262659 -3.415808 -1.321740 -0.207 0.187 -0.036 0.49
Cl 6.429628 -3.286989 1.564944 -0.952 0.000 -0.391 0.49
H 4.819737 -2.202509 0.116666 0.251 -0.628 0.248 0.01
H 4.583300 -4.020859 0.123687 -0.167 -0.045 0.611 0.00
C 1.040101 3.028618 -2.763003 0.383 0.039 0.465 -0.95
Cl 2.588086 3.935896 -3.124686 -1.114 -0.737 0.002 0.47
Cl -0.099426 4.149909 -1.906110 0.401 -0.670 -0.425 0.49
H 0.555412 2.644898 -3.676978 0.422 0.554 0.372 -0.01
H 1.288163 2.182698 -2.082382 -0.174 0.817 -0.476 -0.04
C -1.630930 3.063485 1.404093 -0.207 0.184 0.438 -1.01
Cl -2.477803 4.532340 0.900891 0.182 0.163 -0.115 0.55
Cl -0.508609 3.363057 2.724649 0.293 0.426 0.107 0.56
H -2.397691 2.415548 1.781213 -0.116 -0.470 0.038 -0.05
H -1.065722 2.635501 0.598814 0.089 -0.041 -0.513 -0.01
C -8.104758 3.767151 1.051940 -1.049 -0.146 0.922 -1.02
Cl -9.148490 4.559316 -0.066921 -0.398 0.604 -0.908 0.54
Cl -9.093323 2.553094 1.958348 0.779 0.367 0.012 0.46
H -7.320737 3.281842 0.553129 0.824 -0.933 -0.753 -0.01
H -7.679536 4.521179 1.685708 -0.099 0.066 0.716 0.02
C -3.904829 3.320186 -1.946788 0.141 -0.486 0.155 -1.03
Cl -4.617142 1.695359 -1.581094 0.467 0.627 -0.153 0.44
Cl -4.396016 3.912622 -3.532502 0.055 -0.031 0.109 0.52
H -4.260566 3.986152 -1.178977 -0.217 0.178 -0.009 -0.02
H -2.809469 3.276816 -1.888526 -0.451 -0.266 -0.196 -0.03
C 3.066439 -3.610700 -3.447466 1.457 -0.072 -0.038 -0.99
Cl 1.927917 -2.293683 -3.437920 -0.830 0.489 -0.743 0.48
Cl 2.488185 -4.764192 -2.182066 0.755 0.009 -0.608 0.50
H 3.208299 -4.118647 -4.457483 -0.616 0.660 1.486 0.07
H 4.028848 -3.103756 -3.145256 -0.881 -1.150 -0.125 0.00
C -1.610316 -0.000775 -5.624385 1.613 -0.891 -1.405 -1.00
Cl -2.610686 1.391641 -5.797561 -0.351 0.251 0.224 0.57
Cl 0.113711 0.402534 -5.286196 -0.039 0.321 0.075 0.53
H -1.837325 -0.662551 -4.813085 -0.788 -0.095 0.269 0.01
H -1.509872 -0.541142 -6.595716 -0.591 0.395 0.904 0.04
C -1.601218 -3.821400 5.181444 0.846 1.292 -0.724 -1.02
Cl -0.430626 -4.406969 3.920495 -0.852 -0.002 0.214 0.47
Cl -1.168687 -4.524442 6.709493 -0.266 -0.419 0.589 0.53
H -1.329758 -2.752894 5.258941 -0.585 -0.518 -0.112 -0.01
H -2.663402 -3.961064 4.910386 0.817 -0.253 0.067 0.03
C -0.413126 -4.694066 0.114136 0.308 0.084 -0.601 -1.04
Cl -0.444442 -6.456176 0.027445 -0.072 0.139 0.197 0.52
Cl -1.880425 -3.942527 -0.552107 0.031 -0.086 0.297 0.52
H -0.200674 -4.341619 1.106903 -0.449 -0.129 0.550 -0.03
H 0.402521 -4.361883 -0.502251 0.208 0.021 -0.370 -0.05
C -0.459742 -0.614263 -0.289753 -0.019 -0.337 2.103 -0.98
Cl -1.062840 0.083581 -1.739077 0.023 0.521 -0.771 0.57
Cl 1.083525 0.145623 0.384202 -1.039 -0.545 -0.697 0.46
H -1.225394 -0.463919 0.505948 0.701 -0.148 -0.566 0.02
H -0.291290 -1.684432 -0.430560 0.198 0.392 -0.027 -0.02
C 3.222365 0.491116 -5.887737 1.031 -0.330 -0.949 -1.04
Cl 3.376094 2.196685 -6.340918 -0.161 -0.233 0.360 0.51
Cl 4.874886 -0.258373 -5.687546 -0.805 0.221 -0.220 0.46
H 2.734282 0.318695 -4.951964 -0.235 0.334 0.478 -0.09
H 2.690082 0.006158 -6.711778 0.373 -0.070 0.342 0.02
C 2.567528 4.680539 1.089104 0.474 -0.631 -0.011 -0.93
Cl 4.068571 5.552472 0.729485 -0.260 -0.082 -0.437 0.54
Cl 2.463736 3.040769 0.254028 -0.012 1.419 0.549 0.49
H 2.656904 4.535338 2.157827 -0.518 -0.398 -0.177 -0.07
H 1.680801 5.238885 0.830015 0.035 0.113 -0.340 0.02

=====

# 3
56
Properties=species:S:1:pos:R:3:forces:R:3:lowdin_charge:R:1 method="wB97M-V/def2-TZVPD" e_lumo_ev=-7.064 homo_lumo_gap_ev=8.1 charge=+2
Ta -0.115097 -0.396231 0.086600 0.295 0.100 0.143 1.92
C 1.607131 -3.220894 1.014509 0.003 -0.047 0.050 -0.02
O 1.785906 -1.865523 0.493390 -0.018 0.011 -0.075 -0.33
C 2.855744 -1.198589 1.182901 0.039 0.061 0.057 -0.13
C 2.212825 -0.410560 2.287125 0.035 -0.110 -0.035 -0.06
O 1.189858 0.404200 1.609639 0.029 0.204 0.152 -0.33
C 1.167488 1.829378 1.945898 -0.052 0.014 0.093 -0.11
C 1.104237 2.563069 0.642351 0.075 0.035 -0.091 -0.13
O 0.092345 1.918410 -0.144345 -0.097 -0.037 -0.053 -0.38
C -0.108188 2.605907 -1.402849 0.029 0.095 -0.040 -0.01
H 2.481802 -3.800377 0.728408 -0.003 0.011 -0.023 0.12
H 1.498135 -3.192218 2.097570 -0.009 0.029 -0.001 0.11
H 0.719254 -3.643515 0.566852 0.006 0.007 0.017 0.08
H 3.573559 -1.925171 1.561338 -0.018 -0.013 0.019 0.16
H 3.364805 -0.542078 0.479503 -0.013 -0.022 -0.036 0.12
H 1.704192 -1.028267 3.025751 -0.039 -0.011 -0.034 0.15
H 2.910887 0.255530 2.786765 0.004 0.021 -0.018 0.15
H 0.300560 2.010883 2.574618 -0.018 -0.020 -0.005 0.10
H 2.074456 2.082529 2.488243 0.031 -0.042 -0.018 0.15
H 0.838135 3.609502 0.800063 -0.025 -0.005 0.004 0.16
H 2.054492 2.507643 0.104210 -0.011 -0.004 -0.009 0.15
H -0.652712 3.528659 -1.206936 0.000 -0.008 0.011 0.12
H 0.855316 2.831191 -1.858100 0.001 -0.024 0.016 0.10
H -0.676862 1.956641 -2.058147 -0.006 -0.015 0.008 0.08
F 2.553765 0.084612 -4.826008 0.016 -0.011 -0.003 0.21
C 1.993645 0.601082 -3.762395 -0.045 0.004 -0.048 -0.68
F 0.672934 0.673206 -3.921199 -0.019 -0.001 0.003 0.15
F 2.471850 1.807363 -3.513429 0.047 0.053 0.041 0.18
S 2.345200 -0.481166 -2.305754 0.354 -0.027 0.014 0.71
O 1.484548 0.137376 -1.237891 -0.474 -0.009 -0.003 -0.42
O 3.727898 -0.394727 -2.018321 -0.047 -0.019 0.009 -0.18
N 1.857771 -1.878480 -2.740475 0.024 -0.023 -0.109 -0.24
S 0.627132 -2.692795 -2.261705 -0.099 0.022 -0.047 0.73
O 0.916130 -3.977793 -1.753324 0.009 -0.012 -0.054 -0.18
O -0.248831 -1.828817 -1.399710 -0.024 -0.091 0.189 -0.43
C -0.438850 -2.887534 -3.764303 0.078 0.004 -0.110 -0.68
F -0.727522 -1.681855 -4.237285 -0.004 -0.033 0.018 0.16
F 0.238317 -3.581649 -4.649021 -0.037 0.031 0.001 0.21
F -1.538986 -3.511139 -3.406838 -0.012 -0.012 0.040 0.20
O -1.681282 0.055457 -1.000468 0.043 0.080 -0.128 -0.29
N -2.749111 0.832483 -0.706873 0.024 -0.033 0.036 -0.13
C -3.600873 1.103125 -1.725357 0.061 -0.025 0.039 0.03
C -4.719987 1.835712 -1.465963 -0.004 0.002 0.005 0.01
C -4.954594 2.270246 -0.153493 -0.034 0.018 -0.006 0.01
C -4.074168 1.960748 0.855302 0.019 -0.008 0.018 -0.03
C -2.932760 1.203908 0.574878 -0.040 0.040 -0.056 -0.58
S -1.802977 0.632232 1.723571 0.069 -0.082 -0.085 0.88
H -3.311061 0.697720 -2.683301 -0.035 0.015 -0.016 0.16
H -5.405184 2.062481 -2.268936 -0.001 -0.004 0.001 0.13
H -5.841452 2.848077 0.069533 0.003 0.000 0.001 0.14
H -4.247918 2.271359 1.875299 -0.003 0.002 -0.002 0.13
F -2.959150 -2.584628 -0.376688 -0.015 0.001 0.033 0.25
B -3.611433 -2.559098 0.777105 -0.011 -0.019 -0.003 -0.86
F -4.330825 -1.485848 1.056915 -0.005 -0.016 -0.020 0.27
F -3.511719 -3.549304 1.621707 0.000 0.026 -0.016 0.31
F -0.611373 -1.787474 1.209369 -0.077 -0.107 0.123 -0.36

=====

Energy relative to the best compared isomer or geometry (same formula, charge and spin): 94.1 34.4 0.0 (kcal per mole)
E_tot: -1153.867799 -17274.285083 -3492.392144 (Ha)